# 1
Here is a structure of composition C43H53N4P2S2Sr at a distorted geometry from the OMol25 dataset. Energies are from ωB97M-V/def2-TZVPD.

XYZ file:
```
105
Properties=species:S:1:pos:R:3:mulliken_charge:R:1
Sr 0.3468 0.0660 -0.5518 0.51
S 1.3320 -2.3450 -1.9331 -0.36
S -0.7790 -0.0247 -3.3639 -0.43
P -2.4990 -1.4469 0.6334 1.48
P -1.5345 2.2822 1.6189 0.70
N 1.3164 2.0914 -1.7021 0.97
N 3.3846 1.3800 -0.7019 -0.66
N -0.1817 -0.1927 1.7979 -0.18
N 2.8556 0.3008 -0.3784 1.53
C 2.5492 2.9844 1.9662 -0.16
C -3.8217 -1.4411 1.9636 0.40
C 5.9358 -1.3395 0.9470 -0.62
C 0.4802 -3.4196 3.5486 -1.12
C 1.2652 4.1557 -2.8992 -0.99
C -2.0425 2.7686 -0.1203 2.69
C 0.6846 2.9719 -2.4707 -0.87
C -0.9765 5.0941 2.5749 -1.72
C -5.1317 -0.8520 1.4396 -1.62
C 2.0554 0.6700 2.5119 -1.28
C -3.3771 -0.7029 3.2235 -1.35
C -1.8388 3.8328 2.6436 0.90
C -1.7128 4.1759 -0.6052 -1.76
C -0.0094 -1.3579 -4.2168 0.17
C -4.0977 -3.8555 -0.0887 -1.90
C -3.5404 2.4908 -0.2567 -1.40
C 0.8500 -2.3172 -3.6255 0.52
C 3.5125 4.1403 1.8894 -1.54
C -0.2141 -1.4952 2.2306 -1.58
C 1.2310 3.1317 1.5436 -0.09
C 2.9173 1.7495 2.4918 -0.96
C 4.0306 -2.7696 1.2734 -1.30
C -0.5025 -5.7230 3.2127 -1.84
C 0.5871 -2.0764 3.2319 -0.56
C 0.3014 2.0989 1.6225 1.69
C -0.4332 -4.2493 2.9097 0.56
C 3.7668 -0.6345 0.2020 -0.40
C -1.2906 -3.6606 1.9860 -0.18
C -0.2824 -1.4764 -5.5903 -0.78
C 0.7287 0.7796 2.0265 -0.04
C 5.3894 -2.5282 1.4194 -0.56
C -1.2175 -2.3173 1.6427 1.25
C 3.2548 3.4846 -1.7746 -0.52
C -1.8728 3.3501 4.1000 -1.55
C 2.5761 4.4190 -2.5323 -0.54
C 1.3764 -3.3294 -4.4458 -0.69
C 2.5872 2.3307 -1.3792 -0.54
C 5.1304 -0.3925 0.3402 -0.47
C -3.2300 -2.6874 -0.5697 0.34
C 0.2509 -2.4802 -6.3762 -0.53
C -2.1418 -3.1919 -1.5190 -1.03
C 1.0932 -3.4226 -5.7950 -0.56
C 3.2234 -1.8295 0.6589 0.73
H 2.0325 -4.0521 -3.9753 0.38
H 1.5221 -4.2217 -6.3894 0.33
H -0.3165 2.6933 -2.7774 0.60
H -0.6529 4.4130 -0.5068 0.24
H 3.9344 1.6090 2.8452 0.26
H 0.9257 4.0967 1.1563 0.61
H -4.1145 3.0896 0.4572 0.30
H -2.2893 4.9172 -0.0484 0.39
H -3.8761 -2.0238 -1.1572 0.49
H -0.9421 -0.7366 -6.0281 0.38
H 2.1670 -2.0310 0.5321 0.32
H -0.5134 -5.9127 4.2883 0.36
H -2.4931 -1.1623 3.6678 0.13
H 3.5944 -3.6946 1.6266 0.48
H 0.0023 4.9126 3.0209 0.40
H -1.3638 -3.7388 -0.9831 0.15
H -1.9808 4.2802 -1.6614 0.49
H 3.0676 5.3277 -2.8557 0.41
H 6.9970 -1.1510 1.0503 0.38
H 0.3563 -6.2532 2.7935 0.33
H -1.5318 2.0523 -0.7781 -1.29
H -4.1807 -0.7199 3.9672 0.60
H -2.0517 -4.2795 1.5298 -0.06
H 0.7033 4.8401 -3.5189 0.45
H 5.5400 0.5367 -0.0295 0.47
H -2.8636 4.0994 2.3533 0.39
H -3.4878 -4.6930 0.2511 0.37
H 2.4304 -0.2807 2.8553 0.05
H 0.0112 -2.5296 -7.4327 0.33
H -5.9524 -1.0817 2.1252 0.41
H -0.8881 2.9724 4.3907 0.25
H -2.5907 2.5413 4.2392 0.36
H 4.2924 3.6044 -1.4956 0.56
H -3.8902 2.7380 -1.2623 0.47
H 1.2833 -1.4634 3.7850 0.59
H -0.8286 5.4709 1.5651 0.28
H -3.9716 -2.4916 2.2301 0.71
H -3.7499 1.4384 -0.0697 0.08
H -5.0553 0.2353 1.3697 0.31
H 6.0247 -3.2661 1.8928 0.39
H -3.1328 0.3351 2.9958 -0.06
H -5.4027 -1.2333 0.4543 0.38
H -2.1304 4.1687 4.7783 0.46
H -1.4543 5.8877 3.1587 0.48
H 3.1396 5.0043 2.4452 0.31
H -2.5781 -3.8632 -2.2644 0.50
H 1.1266 -3.8311 4.3183 0.35
H -4.7948 -3.5943 0.7074 0.32
H -4.6870 -4.2227 -0.9335 0.52
H 4.4845 3.8679 2.3016 0.43
H 3.6635 4.4616 0.8556 0.24
H -1.4015 -6.1652 2.7822 0.34
H -1.6582 -2.3715 -2.0506 -0.12
```

Output
**LUMO energy**: 1.07 eV
**ΔE to the lowest compared entry with this formula, charge and spin**: 149.54 kJ/mol
**Maximum force**: 2.6 eV Å⁻¹
**HOMO energy**: -3.16 eV
**2S+1**: 1
**Total charge**: -1
**Molar mass**: 839.63 g mol⁻¹


# 2
Here is an isolated molecule of C3H6OS2 at a distorted geometry from the OMol25 dataset. Energies are from ωB97M-V/def2-TZVPD.

XYZ file:
```
12
Properties=species:S:1:pos:R:3:mulliken_charge:R:1
S -2.3227 -1.4005 0.6952 -0.20
S 1.6470 2.1188 0.0723 -0.23
O 1.2614 -0.2623 1.0470 -0.52
C -0.3883 0.4265 -0.5257 -0.33
C 0.7374 0.5963 0.1672 0.60
C -0.9906 -0.9594 -0.5200 -0.69
H -0.0709 -1.5466 -0.2949 0.24
H -1.4930 -1.0519 1.6514 0.12
H -0.5892 1.2375 -1.2152 0.22
H 1.3238 2.4918 -1.0446 0.09
H -1.2878 -1.4850 -1.4263 0.37
H 2.1729 -0.1651 1.3936 0.33
```

Output
**LUMO energy**: 0.47 eV
**ΔE to the lowest compared entry with this formula, charge and spin**: 183.47 kJ/mol
**Maximum force**: 4.6 eV Å⁻¹
**HOMO energy**: -8.64 eV
**SMILES string**: O/C(S)=C\CS
**2S+1**: 1
**Total charge**: 0
**Molar mass**: 122.21 g mol⁻¹


# 3
Here is a cluster of 3 separate species, C2H11N2O2 in total at a distorted geometry from the OMol25 dataset. Energies are from ωB97M-V/def2-TZVPD.

XYZ file:
```
17
Properties=species:S:1:pos:R:3:mulliken_charge:R:1
O -2.4033 0.5448 2.3507 -0.63
O 1.1532 -3.0141 -1.8250 -0.63
N -0.2216 1.7798 0.5881 -0.32
N 1.6332 0.1931 -1.3961 -0.33
C -0.1079 0.2948 0.3036 -0.63
C 0.4365 -0.1486 -0.8854 0.05
H -0.8743 2.3390 0.0506 0.32
H 1.1362 -3.7670 -2.4491 0.33
H -2.6326 1.4811 2.3923 0.31
H 1.1434 -3.4575 -0.9663 0.31
H -0.1025 -0.9679 -1.3497 0.39
H 0.6904 2.2373 0.6205 0.37
H 2.0277 -0.4190 -2.0886 0.25
H -0.8196 -0.1713 0.9586 0.41
H -2.5886 0.2224 3.2354 0.33
H 2.0212 1.0741 -1.1118 0.16
H -0.4913 1.7790 1.5722 0.32
```

Output
**LUMO energy**: -3.60 eV
**ΔE to the lowest compared entry with this formula, charge and spin**: 245.05 kJ/mol
**Maximum force**: 2.7 eV Å⁻¹
**HOMO energy**: -12.30 eV
**2S+1**: 1
**Total charge**: +1
**Molar mass**: 95.12 g mol⁻¹